No. 1
A 3-piece molecular cluster, C30H59Br2I4N5O9P3 overall in a non-equilibrium geometry. Source: the Open Molecules 2025 dataset; level of theory: ωB97M-V/def2-TZVPD.

**Net charge**: +1
**HOMO level**: -10.4 eV
**Maximum force**: 4.7 eV Å⁻¹
**Multiplicity**: 1

```
112
Properties=species:S:1:pos:R:3:forces:R:3:mulliken_charge:R:1
C -2.758 -3.534 3.553 -0.4 0.7 0.2 -1.36
C -3.617 -3.000 2.385 -0.1 0.1 0.5 -0.13
P -2.637 -1.648 1.657 2.2 -0.9 -0.5 0.19
C -2.287 -0.266 2.826 -0.6 -0.4 -0.2 0.11
C -0.956 -0.556 3.557 -0.4 0.3 0.1 -1.26
N -3.280 -1.088 0.125 -1.1 0.3 0.3 0.16
C -2.717 -1.026 -1.126 0.4 -0.3 0.4 0.31
N -1.489 -1.428 -1.489 0.1 0.3 -0.4 0.74
C -0.578 -2.052 -0.608 -0.2 -0.5 0.2 -1.62
I -0.854 -4.142 -0.415 -0.1 0.1 0.0 0.12
C 0.366 -1.466 0.114 0.2 0.0 -0.1 1.03
C 1.297 -2.201 1.030 0.1 0.4 -0.1 -1.42
I 0.594 0.611 0.049 -0.1 0.0 0.1 0.08
C -1.151 -1.192 -2.935 1.4 0.6 0.4 -0.80
I 0.578 -2.329 -3.471 -0.4 -1.1 -0.1 0.25
C -0.905 0.338 -3.240 -1.2 -0.5 -1.0 -0.20
C -1.877 0.758 -4.366 0.0 0.3 0.3 -1.00
I 1.047 0.876 -3.942 0.0 1.0 0.3 0.14
N -3.541 -0.493 -2.026 -0.2 0.0 -0.3 0.05
C -4.663 -0.218 -1.389 0.7 -0.4 -0.3 -0.16
C -5.872 0.371 -2.021 -0.2 0.2 -0.1 -0.56
Br -6.391 -0.747 -3.519 0.0 0.1 0.0 -0.03
C -5.696 1.828 -2.481 -0.3 -0.2 0.2 0.23
C -7.046 2.540 -2.572 0.3 0.2 0.2 -1.28
Br -4.555 2.728 -1.149 0.0 0.1 -0.1 -0.11
N -4.562 -0.552 -0.117 -1.1 0.8 -0.2 1.10
N -5.596 -0.395 0.771 0.6 -0.8 1.2 -0.66
C -5.341 0.530 1.893 0.0 0.6 -0.2 -1.46
C -6.238 -1.637 1.062 0.1 -1.1 -0.6 0.64
C -7.248 -1.688 2.173 -0.2 0.5 0.0 -1.24
O -5.989 -2.610 0.384 -0.1 0.8 0.3 -0.51
H -2.744 -2.776 4.340 0.3 0.0 0.0 0.34
H -3.244 -4.397 4.003 0.1 -0.2 -0.2 0.43
H -1.739 -3.756 3.242 0.0 -0.2 0.0 0.32
H -4.586 -2.731 2.805 -0.2 -0.1 -0.3 0.02
H -3.688 -3.785 1.634 -0.3 0.2 -0.2 0.45
H -2.189 0.637 2.224 -0.2 0.1 0.0 -0.36
H -3.115 -0.161 3.528 0.1 0.3 0.1 0.54
H -0.513 -1.507 3.271 0.0 0.0 0.0 0.25
H -0.250 0.243 3.337 0.1 -0.1 0.0 0.19
H -1.137 -0.573 4.630 0.1 0.0 0.0 0.35
H 2.000 -1.515 1.496 -0.1 0.0 0.1 0.47
H 1.888 -2.925 0.466 -0.2 -0.2 0.0 0.24
H 0.712 -2.703 1.802 0.1 -0.2 0.0 0.29
H -1.920 -1.583 -3.590 -0.3 0.0 0.3 0.87
H -1.170 0.922 -2.364 0.5 0.0 0.2 0.26
H -1.949 -0.015 -5.130 0.1 0.1 -0.2 0.32
H -1.565 1.705 -4.797 0.0 -0.1 -0.2 0.55
H -2.868 0.923 -3.946 0.0 -0.2 0.0 -0.11
H -6.710 0.343 -1.334 0.1 -0.1 0.2 0.35
H -5.163 1.880 -3.425 0.2 0.0 0.1 0.37
H -7.776 2.096 -1.895 0.0 -0.1 -0.1 0.33
H -7.426 2.518 -3.591 -0.1 -0.1 0.0 0.38
H -6.926 3.573 -2.253 -0.1 0.1 -0.3 0.40
H -4.496 1.165 1.638 0.0 -0.1 -0.1 0.48
H -6.189 1.201 2.013 -0.1 -0.1 0.1 0.40
H -5.123 0.014 2.825 -0.1 -0.1 0.0 0.47
H -7.361 -0.765 2.735 0.1 0.0 0.0 0.35
H -7.010 -2.501 2.856 0.1 -0.1 -0.1 0.33
H -8.215 -1.917 1.725 0.0 -0.1 -0.1 0.39
O -1.128 6.147 4.786 0.6 1.0 2.0 -0.78
P 0.269 5.762 4.560 -0.3 -2.7 -3.7 0.83
O 0.879 6.521 3.293 0.1 0.1 0.5 -0.26
C 0.464 7.848 2.946 -0.1 0.5 -0.2 -0.30
C 1.339 8.892 3.609 0.2 -0.1 0.1 -1.04
O 0.179 4.248 3.931 0.3 0.3 0.1 -0.22
C -0.941 3.422 4.219 -0.1 -0.1 -0.1 -0.41
C -1.848 3.329 3.008 0.1 0.0 -0.2 -0.58
O 1.527 5.497 5.461 -0.7 1.1 1.3 -0.35
C 2.800 5.125 4.885 0.4 0.0 -0.1 -0.21
C 3.820 6.232 5.096 0.1 -0.1 0.2 -1.05
H -0.584 8.009 3.197 0.0 -0.2 0.1 0.35
H 0.551 7.923 1.862 0.1 -0.1 0.0 0.29
H 1.332 8.774 4.695 -0.1 0.1 0.0 0.26
H 0.989 9.894 3.366 0.0 0.0 0.0 0.40
H 2.373 8.799 3.274 0.0 0.0 0.0 0.26
H -1.494 3.792 5.082 0.0 0.1 0.0 0.40
H -0.551 2.434 4.477 0.0 0.0 0.0 0.18
H -2.115 4.323 2.650 -0.1 0.0 0.1 0.46
H -2.763 2.782 3.248 0.0 0.0 0.0 0.18
H -1.334 2.818 2.188 0.0 0.0 0.0 0.07
H 2.693 4.878 3.832 -0.2 0.1 0.0 0.28
H 3.107 4.217 5.401 -0.1 0.0 0.0 0.41
H 3.335 7.203 5.170 0.0 0.0 -0.2 0.25
H 4.540 6.255 4.279 0.0 0.0 0.0 0.30
H 4.375 6.076 6.021 0.0 0.1 0.0 0.33
O 4.941 -5.179 -5.045 0.5 0.6 -2.2 -0.77
P 6.001 -4.279 -4.579 -0.5 -0.1 4.6 0.95
O 7.199 -5.097 -3.908 0.1 0.2 -0.5 -0.24
C 7.556 -6.407 -4.363 0.2 -0.5 -0.1 -0.30
C 8.611 -6.347 -5.449 0.1 0.2 0.0 -1.03
O 5.385 -3.578 -3.231 0.3 0.0 -0.3 -0.35
C 3.977 -3.459 -3.067 -0.2 0.0 0.2 -0.54
C 3.482 -4.454 -2.034 0.1 0.0 0.1 -0.72
O 6.711 -2.990 -5.130 -0.4 -0.5 -1.7 -0.33
C 7.763 -2.337 -4.382 0.4 0.2 0.1 -0.21
C 9.090 -2.466 -5.114 0.0 0.2 -0.1 -1.03
H 6.679 -6.954 -4.708 -0.1 0.2 0.0 0.35
H 7.946 -6.938 -3.495 0.0 0.1 0.1 0.30
H 8.268 -5.743 -6.293 -0.1 -0.1 0.0 0.25
H 8.844 -7.348 -5.810 0.0 0.0 0.0 0.40
H 9.529 -5.896 -5.072 0.0 0.0 0.0 0.26
H 3.460 -3.597 -4.019 0.1 -0.1 0.0 0.42
H 3.777 -2.439 -2.728 0.1 0.0 0.0 0.27
H 3.814 -5.462 -2.282 -0.1 0.0 -0.1 0.32
H 2.391 -4.448 -1.971 0.0 0.0 0.0 0.12
H 3.890 -4.210 -1.051 0.0 0.0 0.0 0.24
H 7.826 -2.734 -3.373 -0.1 -0.2 0.0 0.30
H 7.469 -1.293 -4.301 -0.1 0.0 0.0 0.41
H 9.111 -3.362 -5.731 0.0 -0.1 0.1 0.25
H 9.919 -2.498 -4.408 0.0 0.0 0.0 0.30
H 9.252 -1.614 -5.775 0.0 0.0 -0.1 0.33
```
Positions in Å, forces in eV/Å.

=====

No. 2
A 3-piece molecular cluster, C30H59ClN2O6 overall in a non-equilibrium geometry. Source: the Open Molecules 2025 dataset; level of theory: ωB97M-V/def2-TZVPD.

**HOMO level**: -8.6 eV
**Maximum force**: 1.5 eV Å⁻¹
**Multiplicity**: 1
**SMILES**: C=C[C@H](O[C@@H](CCN)CCCCCCCCOC(C)=O)[C@H](Cl)N(CCO)CCC(C)C.CC(C)=O.CC(C)=O

```
98
Properties=species:S:1:pos:R:3:forces:R:3:mulliken_charge:R:1
C -1.638 1.243 3.850 1.2 0.7 -0.3 -1.14
C -0.467 1.828 3.525 -1.1 -0.6 0.3 -0.39
C 0.425 1.368 2.374 -0.3 0.0 0.5 -0.56
O -0.289 1.229 1.161 0.0 0.2 0.0 0.55
C -0.839 2.459 0.644 0.0 -0.3 -0.2 -0.25
C -0.355 2.553 -0.797 0.6 0.0 0.1 -0.60
C 1.152 2.861 -0.891 -0.3 0.4 -0.3 -0.65
N 1.850 1.933 -1.785 -0.1 0.1 0.3 -0.34
C -2.370 2.502 0.841 0.0 0.3 0.2 -0.40
C -3.200 3.115 -0.290 -0.1 -0.1 0.2 -1.62
C -3.493 2.166 -1.458 0.2 0.0 0.1 -0.18
C -4.838 1.436 -1.321 0.4 -0.4 -0.5 -1.42
C -4.658 0.012 -0.810 -0.5 0.0 0.4 1.24
C -5.985 -0.709 -0.477 0.5 -0.1 0.1 -0.85
C -5.985 -1.361 0.909 -0.3 0.1 0.0 -0.66
C -5.324 -2.718 0.952 -0.4 -0.2 0.3 -0.65
O -4.032 -2.712 0.342 0.5 0.3 0.1 -0.38
C -3.055 -2.104 1.051 -0.2 0.1 1.2 0.59
C -1.821 -1.883 0.231 0.1 -0.3 0.1 0.16
O -3.181 -1.784 2.227 0.1 -0.3 -1.5 -0.65
C 1.015 -0.008 2.719 -0.2 0.1 -0.7 -0.68
Cl 2.013 0.280 4.263 0.1 0.0 0.2 -0.17
N 1.766 -0.630 1.696 0.2 0.1 0.2 1.46
C 2.303 -1.936 2.066 0.1 0.0 0.3 -1.00
C 1.301 -2.836 2.760 -0.2 -0.1 -0.2 -0.73
O 1.912 -4.118 2.903 0.1 0.2 0.1 -0.56
C 2.762 0.273 1.085 -0.1 0.1 -0.3 -0.13
C 3.905 -0.389 0.329 0.1 -0.1 -0.2 -1.75
C 3.592 -1.022 -1.059 0.1 0.4 -0.1 1.20
C 2.108 -1.273 -1.333 0.1 -0.4 -0.1 -1.78
C 4.204 -0.183 -2.215 0.0 -0.4 0.0 -1.58
H -2.046 0.390 3.320 0.1 0.0 -0.1 0.18
H -2.221 1.627 4.679 0.0 0.0 0.0 0.35
H -0.120 2.675 4.108 0.0 -0.1 0.0 0.40
H 1.236 2.097 2.287 0.1 0.0 -0.2 0.61
H -0.399 3.294 1.196 0.0 0.1 0.0 0.63
H -0.542 1.599 -1.291 -0.1 -0.1 0.0 0.31
H -0.887 3.336 -1.332 -0.2 -0.1 -0.1 0.25
H 1.272 3.887 -1.252 0.0 0.1 0.2 0.25
H 1.606 2.838 0.102 0.1 -0.2 0.0 0.16
H 2.653 2.386 -2.198 0.1 0.0 -0.1 0.21
H 1.240 1.634 -2.531 0.0 0.0 -0.2 0.24
H -2.558 3.097 1.737 0.0 -0.1 0.1 0.35
H -2.720 1.497 1.078 0.0 -0.1 -0.1 -0.29
H -4.162 3.411 0.136 0.0 0.1 0.0 0.70
H -2.730 4.044 -0.618 0.0 0.0 -0.1 0.51
H -3.432 2.704 -2.404 -0.1 0.1 0.0 0.50
H -2.702 1.413 -1.498 0.0 0.0 -0.1 0.08
H -5.510 1.969 -0.650 -0.1 0.2 -0.1 0.46
H -5.297 1.374 -2.312 -0.3 0.1 0.1 0.31
H -4.108 -0.573 -1.545 0.2 0.0 0.0 0.37
H -4.067 0.064 0.109 0.1 -0.1 -0.1 -1.01
H -6.150 -1.494 -1.218 -0.3 0.1 -0.1 0.33
H -6.812 0.000 -0.534 -0.1 0.0 -0.1 0.44
H -5.523 -0.705 1.650 0.0 0.1 0.0 0.32
H -7.017 -1.519 1.235 0.0 0.0 0.1 0.40
H -5.257 -3.068 1.982 0.1 0.0 0.0 0.35
H -5.914 -3.443 0.392 0.1 0.0 -0.2 0.40
H -1.582 -2.788 -0.327 0.0 0.0 -0.1 0.56
H -1.990 -1.082 -0.485 0.0 0.1 0.0 0.04
H -0.989 -1.620 0.877 0.0 0.2 0.0 -0.51
H 0.181 -0.634 3.024 0.1 -0.1 0.2 0.76
H 3.185 -1.841 2.714 0.0 0.0 0.1 0.38
H 2.638 -2.470 1.178 -0.1 0.1 -0.1 0.49
H 0.996 -2.458 3.737 0.2 0.0 0.1 0.23
H 0.392 -2.909 2.155 0.0 0.0 -0.1 0.24
H 1.266 -4.775 2.652 -0.1 -0.3 0.0 0.36
H 3.202 0.925 1.848 0.1 -0.1 0.2 0.69
H 2.247 0.925 0.378 -0.1 -0.1 0.1 -0.51
H 4.627 0.411 0.158 0.0 0.0 0.1 0.57
H 4.436 -1.106 0.955 -0.1 0.0 0.1 0.26
H 4.099 -1.988 -1.088 0.0 -0.1 0.1 0.50
H 1.748 -2.144 -0.786 -0.2 0.0 0.2 0.32
H 1.976 -1.513 -2.390 0.0 0.0 0.0 0.63
H 1.494 -0.406 -1.104 0.0 -0.1 0.0 0.10
H 3.435 0.145 -2.912 0.0 0.1 0.0 0.30
H 4.753 0.684 -1.855 -0.1 0.1 0.0 0.29
H 4.909 -0.786 -2.791 0.0 0.0 0.0 0.40
C 2.916 -6.193 0.464 0.1 0.0 -0.2 -0.78
C 3.352 -7.588 0.087 0.0 0.0 0.0 0.62
C 2.897 -8.706 0.996 0.1 -0.1 -0.1 -1.11
O 4.032 -7.803 -0.887 0.0 0.0 0.0 -0.55
H 3.304 -5.482 -0.262 0.0 0.0 0.0 0.23
H 1.826 -6.134 0.475 0.0 0.0 0.1 0.32
H 3.290 -5.931 1.454 -0.1 0.0 0.0 0.35
H 1.807 -8.738 1.033 0.0 0.0 0.1 0.31
H 3.270 -8.541 2.008 -0.1 0.0 0.0 0.31
H 3.273 -9.656 0.624 0.0 0.0 0.0 0.31
C 2.839 5.801 -4.823 0.1 -0.1 0.1 -1.15
C 2.387 6.303 -3.472 0.0 0.0 0.0 0.90
C 1.565 7.569 -3.458 0.0 0.0 0.2 -1.17
O 2.670 5.720 -2.452 0.0 -0.1 0.0 -0.54
H 3.419 4.890 -4.700 0.0 0.0 0.0 0.28
H 1.973 5.597 -5.455 0.0 0.1 0.0 0.33
H 3.453 6.556 -5.316 -0.1 0.0 -0.1 0.36
H 0.653 7.429 -4.040 0.0 0.0 -0.1 0.32
H 2.133 8.388 -3.901 0.0 0.0 -0.1 0.36
H 1.305 7.823 -2.434 0.0 0.0 0.0 0.30
```
Positions in Å, forces in eV/Å.